This record from OMol25 describes 11 unconnected molecules or ions with the total composition C43H84O15 in a non-equilibrium geometry. The level of theory is the ωB97M-V functional and the def2-TZVPD basis.

Bonds (Å) are listed after each position.
Cartesian coordinates (Å):
1 C 2.02064 -2.33449 0.25976  C2 1.528, H19 1.085, H20 1.075, H21 1.073
2 C 1.06728 -1.66160 -0.72604  C1 1.528, O3 1.427, H22 1.089, H23 1.076
3 O 1.71167 -0.75782 -1.62349  C2 1.427, C4 1.403
4 C 2.58050 0.11552 -0.95117  O3 1.403, C5 1.510, H24 1.088, H25 1.089
5 C 2.83679 1.32041 -1.82435  C4 1.510, C6 1.500, H26 1.082, H27 1.082
6 C 4.07946 2.02668 -1.36780  C5 1.500, O7 1.443, C11 1.511, H28 1.091
7 O 3.99815 3.43823 -1.07773  C6 1.443, C8 1.335
8 C 5.26793 3.81473 -0.91007  O7 1.335, O9 1.138, O10 1.378
9 O 5.65970 4.68272 -0.28708  C8 1.138
10 O 6.11733 2.99532 -1.62072  C8 1.378, C11 1.416
11 C 5.32396 1.98845 -2.22338  C6 1.511, O10 1.416, C12 1.500, H29 1.090
12 C 5.17439 2.02364 -3.71511  C11 1.500, C13 1.558, H30 1.077, H31 1.087
13 C 6.50539 1.91588 -4.51774  C12 1.558, C14 1.535, H32 1.081, H33 1.081
14 C 7.75696 1.50837 -3.72711  C13 1.535, C15 1.543, H34 1.081, H35 1.078
15 C 8.72019 0.77680 -4.68553  C14 1.543, C16 1.538, H36 1.082, H37 1.086
16 C 9.93838 0.29183 -3.88172  C15 1.538, O17 1.412, H38 1.085, H39 1.085
17 O 9.74639 -1.02268 -3.40332  C16 1.412, C18 1.412
18 C 9.53795 -1.11638 -2.01035  O17 1.412, H40 1.086, H41 1.082, H42 1.083
19 H 2.94854 -2.57364 -0.24897  C1 1.085
20 H 1.59884 -3.21992 0.70085  C1 1.075
21 H 2.23950 -1.66822 1.07201  C1 1.073
22 H 0.32826 -1.08713 -0.16939  C2 1.089
23 H 0.59517 -2.41440 -1.33353  C2 1.076
24 H 2.18820 0.38231 0.02743  C4 1.088
25 H 3.54081 -0.38941 -0.85531  C4 1.089
26 H 2.87983 0.95294 -2.84135  C5 1.082
27 H 2.00391 2.01048 -1.79223  C5 1.082
28 H 4.36460 1.54205 -0.43253  C6 1.091
29 H 5.74293 1.01416 -1.97102  C11 1.090
30 H 4.49439 1.27169 -4.07848  C12 1.077
31 H 4.73671 2.98717 -3.96519  C12 1.087
32 H 6.68117 2.85304 -5.02634  C13 1.081
33 H 6.36785 1.16732 -5.28537  C13 1.081
34 H 8.25967 2.40708 -3.39814  C14 1.081
35 H 7.55996 0.81224 -2.92807  C14 1.078
36 H 8.17933 -0.10994 -4.98769  C15 1.082
37 H 8.98407 1.40455 -5.53125  C15 1.086
38 H 10.82716 0.36990 -4.49944  C16 1.085
39 H 10.08275 0.99282 -3.06656  C16 1.085
40 H 10.46737 -1.34906 -1.49805  C18 1.086
41 H 8.86301 -1.94544 -1.84317  C18 1.082
42 H 9.09140 -0.22779 -1.58115  C18 1.083
43 C -1.26962 -1.41775 -6.36476  C44 1.511, H47 1.089, H48 1.091, H49 1.091
44 C -0.08511 -0.79193 -5.66650  C43 1.511, O45 1.212, C46 1.505
45 O 0.60940 0.03317 -6.21921  C44 1.212
46 C 0.18654 -1.24099 -4.25565  C44 1.505, H50 1.092, H51 1.090, H52 1.085
47 H -1.35513 -1.00923 -7.37020  C43 1.089
48 H -1.13484 -2.49831 -6.43168  C43 1.091
49 H -2.18470 -1.19950 -5.81233  C43 1.091
50 H 0.37881 -2.31560 -4.23756  C46 1.092
51 H -0.67032 -1.01061 -3.62216  C46 1.090
52 H 1.05993 -0.72549 -3.87139  C46 1.085
53 C -5.02815 -2.63872 -2.71541  C54 1.508, H57 1.087, H58 1.092, H59 1.091
54 C -3.83324 -1.73106 -2.56240  C53 1.508, O55 1.213, C56 1.503
55 O -2.75062 -2.05058 -3.00745  C54 1.213
56 C -4.05354 -0.43588 -1.83289  C54 1.503, H60 1.091, H61 1.092, H62 1.084
57 H -4.73438 -3.53368 -3.25770  C53 1.087
58 H -5.40415 -2.92505 -1.73112  C53 1.092
59 H -5.81423 -2.13280 -3.27766  C53 1.091
60 H -4.39800 -0.63990 -0.81783  C56 1.091
61 H -4.79675 0.16430 -2.36154  C56 1.092
62 H -3.12574 0.12284 -1.78022  C56 1.084
63 C -3.49619 -6.02457 -4.78786  C64 1.511, H67 1.088, H68 1.091, H69 1.091
64 C -4.72617 -5.84079 -5.64631  C63 1.511, O65 1.209, C66 1.511
65 O -5.37952 -4.82462 -5.60769  C64 1.209
66 C -5.10206 -6.98558 -6.55779  C64 1.511, H70 1.091, H71 1.091, H72 1.088
67 H -3.33585 -5.13289 -4.18524  C63 1.088
68 H -3.62791 -6.88125 -4.12466  C63 1.091
69 H -2.62075 -6.18342 -5.41939  C63 1.091
70 H -5.30100 -7.88237 -5.96890  C66 1.091
71 H -4.29274 -7.18365 -7.26222  C66 1.091
72 H -5.99856 -6.72366 -7.11529  C66 1.088
73 C 9.94159 5.45703 -5.75187  C74 1.510, H77 1.088, H78 1.091, H79 1.091
74 C 10.36166 4.28900 -6.61133  C73 1.510, O75 1.209, C76 1.510
75 O 10.20221 3.14747 -6.24596  C74 1.209
76 C 10.98889 4.60992 -7.94662  C74 1.510, H80 1.091, H81 1.091, H82 1.088
77 H 9.50797 5.08660 -4.82533  C73 1.088
78 H 10.80759 6.07653 -5.51377  C73 1.091
79 H 9.19622 6.05751 -6.27570  C73 1.091
80 H 11.89913 5.19363 -7.80104  C76 1.091
81 H 10.28758 5.17474 -8.56272  C76 1.091
82 H 11.24163 3.68415 -8.45849  C76 1.088
83 C -0.68762 -1.15245 3.44157  C84 1.504, H87 1.089, H88 1.089, H89 1.089
84 C 0.24739 -2.28186 3.77458  C83 1.504, O85 1.211, C86 1.508
85 O 1.12998 -2.62774 3.02072  C84 1.211
86 C 0.04659 -2.96239 5.10554  C84 1.508, H90 1.091, H91 1.090, H92 1.089
87 H -0.42985 -0.75073 2.46283  C83 1.089
88 H -1.71775 -1.50345 3.41646  C83 1.089
89 H -0.58996 -0.36408 4.18709  C83 1.089
90 H -0.95166 -3.40069 5.15408  C86 1.091
91 H 0.16618 -2.23858 5.91168  C86 1.090
92 H 0.78674 -3.75202 5.22273  C86 1.089
93 C -2.36261 -1.99571 8.04290  C94 1.510, H97 1.087, H98 1.091, H99 1.091
94 C -2.95653 -1.01621 7.05922  C93 1.510, O95 1.214, C96 1.502
95 O -2.34704 -0.65910 6.07147  C94 1.214
96 C -4.33481 -0.49942 7.35945  C94 1.502, H100 1.090, H101 1.092, H102 1.089
97 H -1.36951 -2.28779 7.71005  C93 1.087
98 H -2.28327 -1.53233 9.02726  C93 1.091
99 H -2.98903 -2.88700 8.10704  C93 1.091
100 H -4.33656 0.02310 8.31581  C96 1.090
101 H -5.04588 -1.32783 7.39344  C96 1.092
102 H -4.63688 0.19518 6.57666  C96 1.089
103 C -6.88319 1.76030 10.92385  C104 1.509, H107 1.088, H108 1.091, H109 1.091
104 C -5.99786 0.58837 11.27140  C103 1.509, O105 1.210, C106 1.509
105 O -5.14876 0.19010 10.50746  C104 1.210
106 C -6.21911 -0.06420 12.61429  C104 1.509, H110 1.091, H111 1.091, H112 1.088
107 H -6.61937 2.13248 9.93629  C103 1.088
108 H -7.92889 1.44916 10.91668  C103 1.091
109 H -6.74565 2.56111 11.65192  C103 1.091
110 H -7.23696 -0.45181 12.67804  C106 1.091
111 H -6.05372 0.66012 13.41317  C106 1.091
112 H -5.51972 -0.88832 12.73527  C106 1.088
113 C -4.55650 -2.45324 3.95940  C114 1.508, H117 1.087, H118 1.090, H119 1.092
114 C -5.15175 -1.47153 2.98094  C113 1.508, O115 1.209, C116 1.509
115 O -4.54823 -1.11874 1.99429  C114 1.209
116 C -6.53398 -0.95157 3.29088  C114 1.509, H120 1.091, H121 1.092, H122 1.088
117 H -3.56574 -2.74438 3.61960  C113 1.087
118 H -4.47014 -1.99086 4.94231  C113 1.090
119 H -5.18301 -3.34505 4.02217  C113 1.092
120 H -6.52932 -0.42725 4.24729  C116 1.091
121 H -7.24453 -1.77964 3.32902  C116 1.092
122 H -6.84181 -0.25801 2.51136  C116 1.088
123 C -0.98273 3.23609 -0.87224  C124 1.510, H127 1.089, H128 1.091, H129 1.092
124 C -2.37339 3.09054 -0.30316  C123 1.510, O125 1.208, C126 1.508
125 O -3.11567 2.19493 -0.63061  C124 1.208
126 C -2.82956 4.10457 0.71602  C124 1.508, H130 1.091, H131 1.091, H132 1.086
127 H -0.79787 2.43473 -1.58552  C123 1.089
128 H -0.88605 4.19454 -1.38468  C123 1.091
129 H -0.24352 3.17452 -0.07116  C123 1.092
130 H -2.82754 5.10906 0.28997  C126 1.091
131 H -2.17942 4.07703 1.59190  C126 1.091
132 H -3.84359 3.85272 1.01321  C126 1.086
133 C -6.25804 1.91884 1.80938  C134 1.506, H137 1.088, H138 1.091, H139 1.089
134 C -6.85928 1.90433 3.18998  C133 1.506, O135 1.209, C136 1.511
135 O -6.68879 0.97517 3.94380  C134 1.209
136 C -7.68817 3.10231 3.59035  C134 1.511, H140 1.091, H141 1.091, H142 1.088
137 H -5.69082 1.00378 1.65345  C133 1.088
138 H -7.05090 1.97465 1.06198  C133 1.091
139 H -5.58791 2.77001 1.69444  C133 1.089
140 H -8.53697 3.21211 2.91368  C136 1.091
141 H -7.07772 4.00615 3.55960  C136 1.091
142 H -8.06014 2.96250 4.60307  C136 1.088

Calculated values
Electronic energy   -76661.6729 eV
Maximum force   7.30 eV Å⁻¹
Spin multiplicity   1
E_LUMO   0.015 hartree
Kohn-Sham gap   9.2 eV
Total charge   0
Structure (SMILES)   CCOCC[C@@H]1OC(=O)O[C@@H]1CCCCCOC.CC(C)=O.CC(C)=O.CC(C)=O.CC(C)=O.CC(C)=O.CC(C)=O.CC(C)=O.CC(C)=O.CC(C)=O.CC(C)=O
HOMO energy   -8.804 eV

Atomic partial charges in e from the Mulliken method, atoms 1 to 2:
1. C -1.25
2. C -0.24